The following is a quantum chemistry calculation of 12 unconnected molecules or ions with the total composition C39H108N12O18 at a distorted geometry, from the OMol25 dataset.

```
177
Properties=species:S:1:pos:R:3:forces:R:3
C 10.595 1.951 -5.318 2.325 -0.555 1.323
O 10.083 0.795 -4.723 -2.922 -0.370 0.216
C 9.173 1.044 -3.612 0.998 1.310 0.188
C 8.097 2.168 -3.704 -0.252 -0.876 -0.496
N 7.251 2.069 -4.918 -0.315 0.314 1.477
C 6.175 3.072 -4.968 -0.301 1.982 -2.621
C 5.368 2.916 -6.321 0.317 -1.059 0.759
O 6.145 2.837 -7.505 0.959 0.888 -0.172
C 6.890 4.059 -7.844 -0.125 -1.487 1.393
H 11.413 1.534 -5.907 -0.413 0.426 -0.945
H 11.185 2.420 -4.531 -0.071 0.913 0.259
H 9.985 2.718 -5.795 -0.455 -0.493 -0.232
H 9.836 1.418 -2.832 0.128 0.060 0.498
H 8.763 0.122 -3.200 -0.037 -0.178 -0.834
H 8.525 3.169 -3.643 0.472 0.148 0.011
H 7.514 2.066 -2.790 -0.247 -0.144 -0.041
H 7.927 2.383 -5.599 -0.416 -0.338 -0.855
H 6.557 4.092 -5.019 0.931 0.429 -0.103
H 5.434 3.324 -4.209 0.045 -1.669 0.778
H 4.544 3.600 -6.527 0.118 0.661 0.696
H 4.881 1.952 -6.173 0.079 -0.293 -0.595
H 7.937 3.957 -7.559 0.360 -0.559 -0.257
H 6.620 4.855 -7.149 -0.780 0.515 -0.748
H 6.849 4.208 -8.923 -0.397 0.376 0.300
C 9.173 -6.021 7.045 0.127 -0.662 0.444
O 8.312 -6.659 7.979 -0.126 -0.450 0.432
C 7.048 -7.168 7.538 -0.309 0.170 -0.153
C 6.347 -8.041 8.617 0.837 3.061 -0.255
N 5.964 -7.155 9.828 1.566 -2.507 -0.819
C 5.319 -5.862 9.721 -2.068 -1.001 -1.086
C 3.888 -6.067 9.011 1.623 1.744 0.671
O 4.000 -5.891 7.589 -0.401 -0.827 0.271
C 4.036 -4.535 7.166 -0.522 -0.341 0.449
H 9.957 -5.500 7.595 -0.419 0.348 0.381
H 8.669 -5.324 6.376 -0.115 -0.081 -0.111
H 9.776 -6.760 6.517 -0.403 -0.240 -0.656
H 7.092 -7.816 6.662 0.590 -0.029 -0.346
H 6.452 -6.304 7.243 -0.372 -0.063 0.038
H 7.090 -8.820 8.791 0.063 0.167 1.155
H 5.509 -8.592 8.189 -0.379 0.456 -0.250
H 5.323 -7.794 10.275 -0.109 0.413 0.765
H 5.851 -5.058 9.211 0.436 -0.496 -0.254
H 5.210 -5.495 10.741 -0.273 -0.093 0.087
H 3.180 -5.375 9.467 -0.248 0.536 -0.344
H 3.505 -7.036 9.329 0.161 -0.335 -0.855
H 3.930 -4.425 6.087 0.247 -0.655 -0.063
H 4.974 -4.069 7.467 -0.112 0.339 0.150
H 3.142 -4.056 7.565 0.206 0.547 0.343
C -3.360 -5.031 -14.598 0.016 0.130 0.314
O -3.865 -5.648 -13.425 0.300 0.915 0.466
C -5.217 -5.441 -13.081 -0.893 -0.541 -0.090
C -5.553 -5.545 -11.551 0.020 0.471 -1.356
N -5.225 -4.388 -10.695 0.538 -2.054 -0.458
C -5.560 -4.668 -9.292 1.923 3.608 1.154
C -5.559 -3.285 -8.439 -0.223 -1.638 -0.402
O -4.282 -3.055 -7.758 -0.392 -0.953 -1.400
C -4.101 -1.887 -6.976 -2.450 0.400 -0.615
H -3.810 -5.438 -15.504 0.185 -0.392 -0.126
H -2.277 -5.145 -14.550 -0.102 -0.473 -0.305
H -3.485 -3.952 -14.683 -0.507 0.290 0.553
H -5.777 -6.206 -13.619 -0.244 -0.928 0.499
H -5.738 -4.628 -13.587 0.730 1.256 0.332
H -5.137 -6.504 -11.243 0.361 0.282 0.549
H -6.635 -5.657 -11.496 -0.385 -0.420 -0.299
H -5.529 -3.561 -11.187 -0.451 0.255 0.826
H -4.681 -5.089 -8.806 -0.225 -1.067 -0.276
H -6.493 -5.158 -9.013 -0.099 -0.359 -0.660
H -6.404 -3.458 -7.773 0.320 0.404 0.889
H -5.957 -2.581 -9.170 0.841 1.056 0.205
H -4.434 -1.036 -7.570 0.453 0.431 -0.188
H -3.106 -1.700 -6.573 -0.012 -0.715 -0.334
H -4.866 -1.919 -6.201 0.296 0.040 0.723
C 7.003 -11.990 -0.291 0.665 0.304 -0.932
O 5.689 -11.849 -0.750 -1.659 0.829 -0.313
C 5.468 -11.364 -2.105 0.904 -0.794 0.145
C 5.644 -9.876 -2.353 -0.139 0.330 1.859
N 4.851 -9.070 -1.384 -0.376 -0.258 -1.567
C 3.410 -9.395 -1.344 0.309 0.041 0.066
C 2.697 -8.281 -0.517 -0.265 -1.131 -1.041
O 2.915 -6.918 -0.894 0.419 -0.232 -1.901
C 2.554 -6.726 -2.337 0.126 -0.870 1.249
H 7.609 -11.122 -0.553 0.154 0.229 0.029
H 7.472 -12.848 -0.775 0.161 -0.267 0.054
H 7.063 -12.104 0.791 -0.496 -0.075 -0.085
H 4.450 -11.585 -2.426 -0.070 -0.518 0.580
H 6.131 -11.944 -2.747 0.117 -0.015 -0.336
H 5.355 -9.656 -3.381 0.033 0.098 0.013
H 6.672 -9.566 -2.165 0.149 -0.018 -0.397
H 5.208 -9.317 -0.472 0.088 0.114 0.209
H 3.316 -10.404 -0.944 -0.445 0.089 1.363
H 2.893 -9.671 -2.263 0.582 1.115 -0.985
H 3.045 -8.571 0.475 -0.119 1.313 0.439
H 1.619 -8.429 -0.584 -0.229 -0.404 0.262
H 1.471 -6.813 -2.425 -0.130 0.094 -0.001
H 2.996 -7.488 -2.980 0.122 -0.269 0.315
H 2.885 -5.797 -2.800 0.097 0.309 0.983
C -1.847 11.619 6.400 0.264 0.205 0.032
O -1.504 12.813 7.100 2.005 -1.577 0.527
C -0.190 12.733 7.811 -2.531 2.227 -0.256
C 1.000 12.968 6.917 0.907 -2.270 1.360
N 1.704 11.654 6.865 1.165 -0.098 -2.313
C 2.875 11.853 5.932 0.089 -1.264 0.293
C 3.517 10.513 5.391 -1.284 2.274 2.332
O 2.467 9.956 4.641 1.093 -2.436 -0.313
C 2.636 8.520 4.492 0.030 -0.642 -0.293
H -2.936 11.670 6.391 0.150 -0.622 -0.545
H -1.447 10.677 6.777 -0.433 -0.028 1.453
H -1.360 11.484 5.435 -0.422 1.057 -0.856
H -0.085 11.867 8.465 -0.134 -0.337 -0.465
H -0.366 13.585 8.468 0.496 0.082 0.205
H 1.782 13.496 7.463 -0.506 1.215 -0.332
H 0.734 13.320 5.920 0.042 0.514 0.156
H 1.156 11.096 6.225 -0.691 -0.754 0.346
H 3.615 12.460 6.454 0.079 0.181 -0.319
H 2.466 12.302 5.027 0.437 0.673 -0.160
H 3.766 9.913 6.267 -0.009 -0.363 -0.016
H 4.451 10.791 4.905 -0.124 -0.349 -0.767
H 3.577 8.028 4.737 1.143 1.288 -0.227
H 2.451 8.207 3.465 -0.393 0.285 0.054
H 2.101 7.868 5.183 -1.377 0.734 0.098
C -8.951 4.283 0.185 -0.297 1.920 -0.493
O -9.698 4.194 -1.002 -2.567 -0.175 -1.065
C -11.119 4.654 -0.859 1.896 0.446 0.621
C -11.907 3.691 -0.022 -1.710 -0.551 -1.875
N -12.644 2.707 -0.939 0.062 0.628 1.861
C -13.911 2.297 -0.285 -0.164 -1.348 -0.673
C -13.762 1.391 0.932 0.766 -0.449 0.299
O -13.374 0.014 0.603 -1.222 3.085 -1.283
C -12.521 -0.639 1.445 0.193 -1.724 0.296
H -8.552 5.296 0.144 0.675 0.176 0.415
H -8.119 3.579 0.169 -0.427 -0.220 0.299
H -9.610 4.327 1.052 0.341 -0.820 0.370
H -11.593 4.931 -1.800 0.441 -1.109 -0.472
H -11.177 5.640 -0.398 0.752 0.212 0.692
H -12.749 4.228 0.416 0.295 0.230 0.467
H -11.274 3.254 0.750 -0.200 -0.177 0.018
H -12.046 1.896 -1.010 -0.082 -0.357 -0.311
H -14.551 1.756 -0.982 0.243 -0.143 -0.468
H -14.547 3.147 -0.036 0.438 0.344 0.234
H -14.669 1.356 1.536 -0.177 -0.019 -0.049
H -12.989 1.882 1.524 0.233 -0.370 0.477
H -12.955 -0.840 2.424 -0.011 0.223 0.356
H -11.503 -0.265 1.552 0.031 0.533 -0.078
H -12.467 -1.603 0.938 0.497 -0.336 0.365
C -1.057 9.207 -1.690 -0.746 -2.681 1.932
O -1.063 8.110 -1.189 0.870 -2.605 0.806
N -0.322 10.170 -1.255 2.321 2.972 0.659
N -1.953 9.500 -2.564 -3.261 1.322 -4.083
H -0.601 11.076 -1.604 0.912 0.232 0.862
H 0.223 9.938 -0.437 -0.069 0.763 -0.157
H -2.455 8.724 -2.970 0.015 0.359 0.112
H -2.047 10.419 -2.973 -0.027 -0.385 -0.117
C 0.375 1.333 1.173 -0.095 -3.844 1.000
O 0.078 0.220 1.647 0.599 1.120 -0.797
N -0.176 2.448 1.567 -1.392 1.448 1.467
N 1.271 1.599 0.250 3.078 -0.126 -3.147
H -0.974 2.149 2.110 -0.578 1.455 -0.042
H -0.039 3.182 0.886 -1.329 0.487 0.877
H 1.769 0.925 -0.313 -0.354 -0.207 0.530
H 1.397 2.549 -0.069 0.062 -0.336 0.105
C -6.573 0.470 6.089 1.612 -1.336 -1.851
O -5.513 1.008 5.879 0.778 0.551 -0.199
N -7.599 0.957 6.697 -2.950 2.835 2.816
N -6.951 -0.729 5.605 0.801 -2.666 -1.345
H -8.315 0.298 6.967 -0.188 1.056 0.117
H -7.585 1.939 6.930 -0.305 -0.419 0.450
H -7.733 -1.227 6.005 0.345 0.025 -0.374
H -6.298 -1.252 5.038 -0.076 -0.017 0.375
O 5.678 -2.989 1.838 0.237 -0.057 0.016
H 5.468 -2.085 2.072 -0.032 0.228 0.069
H 4.831 -3.392 1.649 -0.216 -0.179 -0.085
O -3.398 -4.530 2.886 -0.221 -0.035 0.144
H -2.683 -3.895 2.924 0.186 0.215 0.036
H -3.168 -5.107 2.157 0.033 -0.156 -0.176
O -4.008 6.043 5.594 -0.132 0.205 0.072
H -3.169 6.137 5.144 0.199 0.056 -0.114
H -4.137 5.097 5.665 -0.079 -0.290 0.043
```
Forces are in eV/Å.

- DFT total energy (eV) = -96914.7645
- structure (SMILES) = COCCNCCOC.COCCNCCOC.COCCNCCOC.COCCNCCOC.COCCNCCOC.COCCNCCOC.NC(N)=O.NC(N)=O.NC(N)=O.O.O.O
- LUMO (eV) = 0.192
- spin multiplicity = 1
- maximum force (hartree/bohr) = 0.1048
- Kohn-Sham gap (eV) = 8.355